No. 1
Entry from the Open Molecules 2025 dataset: C32H29ClCrN4O9PSSe as an isolated structure (ωB97M-V with the def2-TZVPD basis set).

Multiplicity = 4
E_LUMO (spin up / spin down) = -2.00 / -1.63 eV
Energy above the lowest of the compared OMol25 structures with the same formula, charge and spin = 95.9 kJ/mol
Max |F| = 0.8 eV/A
Net charge = 0
Kohn-Sham gap (spin up / spin down) = 5.362 / 5.738 eV
<S²> = 3.80
DFT total energy = -6778.59433 hartree

CARTESIAN COORDINATES (ANGSTROEM)
Cr 0.251506 -0.515633 -0.310571
Cl -1.113598 1.214517 -1.306208
C -2.761044 0.936456 -0.764482
C -3.703490 1.866200 -1.164530
C -5.025432 1.671559 -0.805086
C -5.395863 0.552597 -0.069025
C -4.435088 -0.364166 0.320024
C -3.091408 -0.176011 -0.006572
P -1.841814 -1.391277 0.517681
C -2.530381 -2.949430 -0.117804
C -2.650896 -4.102754 0.652580
C -3.080344 -5.287236 0.065203
C -3.388914 -5.327242 -1.286179
C -3.280795 -4.176112 -2.059275
C -2.849891 -2.995715 -1.478449
C -1.881745 -1.479208 2.323606
C -2.632744 -0.587878 3.081481
C -2.520232 -0.591316 4.463027
C -1.646983 -1.463847 5.094371
C -0.885841 -2.349179 4.343131
C -0.997660 -2.353285 2.962113
H -3.404357 2.723835 -1.752520
H -5.770397 2.394535 -1.111896
H -6.432408 0.397470 0.199982
H -4.718515 -1.242931 0.888556
H -2.429769 -4.083873 1.709102
H -3.174222 -6.180059 0.670249
H -3.718367 -6.254194 -1.738151
H -3.532718 -4.200077 -3.112189
H -2.762915 -2.099964 -2.087026
H -3.284899 0.129553 2.603027
H -3.100433 0.111314 5.047292
H -1.546266 -1.442849 6.171695
H -0.191453 -3.023788 4.827433
H -0.387465 -3.038505 2.386068
O 2.329965 -0.024587 1.596208
Se 1.188092 1.209743 2.070829
O 1.056825 1.144249 3.661073
O -0.173698 0.503848 1.335048
O 1.583330 2.596694 1.377089
O 1.272573 -1.011478 -2.089318
C 2.171619 -0.247671 -1.607675
O 1.778845 0.740131 -0.908933
C 3.648426 -0.539341 -1.677061
N 4.238464 -0.215027 -0.354481
C 4.979767 -1.411954 0.121203
C 5.233361 -2.267236 -1.114347
C 3.984299 -2.014063 -1.958574
H 4.053534 0.112549 -2.455145
H 3.042223 0.291133 0.963343
H 4.845428 0.588372 -0.423888
H 4.361101 -1.959340 0.835037
H 5.887659 -1.112469 0.638982
H 5.369218 -3.319698 -0.864847
H 6.126124 -1.922746 -1.640390
H 3.162348 -2.655819 -1.634549
H 4.139585 -2.191235 -3.021339
O 5.235023 -7.670712 3.220659
S 5.863221 -7.531293 1.914352
O 6.426486 -6.221438 1.647711
O 6.662965 -8.650872 1.479225
C 4.374257 -7.562979 0.871475
N 3.947220 -8.705598 0.310606
C 2.792792 -8.656404 -0.339988
C 2.031360 -7.501269 -0.455120
C 2.561082 -6.379658 0.151181
N 3.713583 -6.399349 0.796964
C 1.922746 -5.035634 0.133777
C 0.987064 -4.637129 -0.816546
C 0.535199 -3.340414 -0.809906
N 0.932211 -2.430106 0.102637
C 1.797921 -2.830167 1.055528
C 2.318056 -4.102554 1.087566
H 2.457686 -9.584268 -0.794404
H 1.079482 -7.500510 -0.972519
H 0.642788 -5.308024 -1.592189
H -0.137638 -2.998681 -1.582571
H 2.082656 -2.088599 1.784399
H 3.054392 -4.386608 1.829739

Forces on the atoms, in the same order (eV/Å):
0.4033 0.3764 0.4117
-0.2486 0.1907 -0.3136
0.0004 -0.0048 0.0196
0.0111 0.0854 -0.0561
-0.0622 -0.0038 0.0081
-0.0030 -0.0107 0.0064
-0.0676 0.0148 0.0093
0.0827 -0.0884 0.0976
-0.7710 -0.1461 -0.1307
0.0977 -0.0489 -0.1208
-0.0657 0.0597 -0.0691
-0.0017 0.0130 -0.0281
0.0158 -0.0053 0.0259
-0.0017 0.0077 0.0146
0.0142 0.0225 0.0177
0.2333 0.0268 -0.0315
-0.0265 0.0006 -0.0146
0.0071 0.0074 0.0542
0.0040 -0.0021 -0.0179
-0.0191 0.0248 -0.0393
-0.0634 -0.0574 -0.0073
-0.0079 -0.0241 0.0219
0.0202 -0.0259 0.0138
0.0291 -0.0053 -0.0072
-0.0048 0.0325 -0.0118
0.0382 0.0109 0.0568
0.0041 0.0246 -0.0094
-0.0019 0.0240 0.0075
0.0157 0.0017 0.0329
-0.0023 -0.0266 0.0052
0.0104 0.0098 0.0134
0.0129 -0.0163 -0.0188
-0.0041 -0.0096 -0.0237
-0.0223 0.0152 -0.0113
-0.0317 0.0143 0.0147
0.0509 0.3464 0.3581
0.3472 0.3930 0.3712
-0.1687 -0.1568 -0.4187
0.6344 -0.3358 -0.4159
-0.1386 -0.3454 0.1061
-0.0502 0.1307 0.2513
-0.4125 0.2311 -0.1474
-0.1731 -0.5707 -0.0261
0.0617 -0.0383 0.0556
0.1478 -0.0480 -0.0055
-0.0207 0.0513 -0.0660
-0.0094 -0.0248 0.0057
0.0404 0.0543 -0.0162
0.0754 0.0134 -0.0125
-0.1964 -0.2337 -0.1338
0.1103 -0.0185 -0.0769
0.0020 0.0407 0.0097
0.0179 0.0160 0.0152
0.0244 0.0234 -0.0182
0.0007 0.0078 0.0081
0.0070 0.0275 0.0097
-0.0312 -0.0281 0.0149
0.0620 0.0153 -0.1610
0.1281 -0.0200 0.2190
-0.0436 -0.0275 -0.0386
-0.0951 0.0490 -0.0148
-0.5127 0.0659 -0.2706
0.1038 0.3268 0.1335
0.1071 -0.0477 0.0153
-0.1830 -0.1201 -0.1101
0.0338 0.2646 -0.0054
0.3240 -0.4097 0.1453
0.0122 -0.1071 -0.0038
0.0209 -0.0777 -0.0302
0.1236 0.1311 0.0747
0.0816 -0.2058 0.1947
-0.1146 0.1042 -0.0547
0.0115 -0.0570 0.0599
-0.0004 0.0157 0.0290
0.0702 -0.0079 0.0224
0.0167 0.0055 0.0227
-0.0114 0.0274 0.0048
-0.0172 0.0282 0.0046
-0.0315 0.0234 -0.0256

No. 2
Entry from the Open Molecules 2025 dataset: LiNO3 as an isolated structure in a non-equilibrium geometry (ωB97M-V with the def2-TZVPD basis set).

E_LUMO = -1.31 eV
Energy above the lowest of the compared OMol25 structures with the same formula, charge and spin = 0.0 kJ/mol
Max |F| = 6.9 eV/A
Net charge = 0
Kohn-Sham gap = 7.847 eV
DFT total energy = -287.90922 hartree

CARTESIAN COORDINATES (ANGSTROEM)
Li 0.809930 -0.407758 1.790486
N -0.216300 0.099182 -0.438854
O -0.004270 1.017692 0.264926
O -0.311230 -0.982518 0.076386
O -0.278130 0.273402 -1.692944

Forces on the atoms, in the same order (eV/Å):
-0.9345 0.3130 -1.2264
-0.2844 0.1543 -6.7708
1.5605 5.0884 4.3266
-0.0422 -4.7420 1.8938
-0.2994 -0.8136 1.7768

No. 3
Entry from the Open Molecules 2025 dataset: a single C10H11ClN2OS molecule in a non-equilibrium geometry (ωB97M-V with the def2-TZVPD basis set).

Multiplicity = 3
E_LUMO (spin up / spin down) = 0.30 / -2.32 eV
Max |F| = 4.6 eV/A
Net charge = 0
Kohn-Sham gap (spin up / spin down) = 6.383 / 6.446 eV
<S²> = 2.03
DFT total energy = -1430.42605 hartree

CARTESIAN COORDINATES (ANGSTROEM)
C 0.318550 1.011303 0.093914
C -0.861705 0.748625 0.252567
C 2.384094 2.403258 -0.032674
C 3.754521 2.514346 0.153757
C 2.418198 0.274896 1.034304
C 1.672071 1.209409 0.263180
C 4.355868 1.408797 0.892841
C -3.407818 0.358186 -1.989744
C -1.274268 -2.971601 0.415505
C -2.084694 -2.004668 -0.419212
N 3.709246 0.417873 1.381935
N -2.676502 -1.048164 0.405759
O -3.412565 1.407386 0.585740
S -2.630478 0.481134 -0.195264
Cl 6.013336 1.428902 1.185596
H 1.953300 3.140112 -0.584775
H 4.309879 3.415251 -0.135512
H 2.058298 -0.634689 1.444580
H -3.144181 1.484340 -2.238454
H -2.761853 -0.302022 -2.595589
H -1.662321 -3.981540 0.501180
H -0.299968 -3.044827 -0.205611
H -1.118995 -2.417629 1.338589
H -1.388964 -1.386717 -1.148289
H -2.675641 -2.655712 -1.196919
H -3.547408 -1.256249 0.792598

Forces on the atoms, in the same order (eV/Å):
-1.1708 -0.1900 -0.7846
-1.1780 0.2326 0.8464
1.7885 -2.1258 0.1618
-0.1661 -1.6466 1.4819
0.4569 0.8468 -0.2668
2.8584 -0.0404 1.7885
-0.7420 2.9789 -1.5033
2.1638 2.9130 -0.4984
2.3850 0.4810 -1.7561
1.5242 -1.5521 -4.0113
-1.1802 -0.9881 -0.4314
-0.8216 1.4317 -0.0217
-0.4120 -0.3057 -0.1660
1.8997 0.1104 -0.3133
1.5491 0.2391 0.2280
-1.5987 2.0757 -1.2485
-0.1870 -0.6475 0.1278
-1.1255 -0.5358 0.0055
-1.5050 -2.1304 0.0847
-0.9815 -0.2168 0.2987
-0.2889 0.1513 0.3141
-1.1140 -0.2803 1.5542
0.4553 -0.7243 0.2972
-0.9529 -1.3022 1.5104
0.0530 1.5979 1.4531
-1.7098 -0.3721 0.8490

No. 4
Entry from the Open Molecules 2025 dataset: C30H45HfNO3P2S as an isolated structure in a non-equilibrium geometry (ωB97M-V with the def2-TZVPD basis set).

E_LUMO = -6.88 eV
Energy above the lowest of the compared OMol25 structures with the same formula, charge and spin = 193.6 kJ/mol
Max |F| = 6.5 eV/A
Net charge = +2
Kohn-Sham gap = 5.340 eV
DFT total energy = -2578.84714 hartree

CARTESIAN COORDINATES (ANGSTROEM)
Hf 0.498421 -0.421403 0.004726
C -1.650624 -0.954874 1.007386
C -1.254657 -2.048604 0.154036
C 0.420285 -1.766351 1.750966
C -0.627128 -0.782238 2.008948
C 0.038422 -2.540194 0.592728
C -3.031713 -0.383325 1.135916
H -3.569872 -0.384048 0.180283
H -3.015979 0.651278 1.507038
H -3.640125 -0.966570 1.851402
C -0.780077 -0.030761 3.295235
H -1.821127 0.273335 3.474823
H -0.169438 0.883019 3.314731
H -0.464865 -0.652737 4.150787
C 1.660599 -1.925986 2.559624
H 1.386493 -1.927411 3.628953
H 2.433651 -1.137413 2.432905
H 2.136029 -2.879881 2.289443
C 0.948595 -3.469137 -0.135984
H 1.063083 -4.381870 0.471644
H 1.972000 -3.069967 -0.299245
H 0.563855 -3.754070 -1.126771
C -2.079200 -2.662840 -0.924985
H -2.408448 -3.673364 -0.606484
H -1.517136 -2.776829 -1.869677
H -2.987546 -2.077107 -1.143181
C -0.551113 2.512800 -1.575568
C -1.644040 1.720235 -1.550903
C -1.875507 0.563175 -2.491978
C -0.728324 -0.214626 -3.192093
C 0.613902 -0.599805 -2.591664
C 1.807683 0.178421 -3.281041
C 1.810706 1.669699 -2.707357
C 0.505359 2.541874 -2.628575
H -2.487913 0.971047 -3.326035
H -0.452179 0.439116 -4.035882
H -2.508434 -0.188967 -2.000850
H -0.077251 2.334431 -3.578461
H -0.397524 3.212641 -0.761933
H -2.241315 1.662409 -0.626784
H 0.888532 3.591159 -2.686566
H 2.299471 1.756909 -1.713001
H 2.725665 -0.261478 -2.838675
H 2.444863 2.277894 -3.387879
H -1.175447 -1.087273 -3.727798
H 0.749753 -1.680775 -2.745453
P -0.352192 1.959563 -5.302914
C -0.469792 3.640842 -5.914751
C -1.564887 1.122451 -6.340837
P 1.846826 -0.125536 -4.986043
C 1.276297 1.407110 -5.827826
C 1.120860 -1.270723 -6.274066
C 3.505937 -0.118024 -5.755585
H 0.415748 4.238836 -5.631249
H -1.409736 4.078795 -5.531242
H -0.527615 3.505601 -7.021889
H -1.317334 1.511194 -7.355937
H -2.559825 1.491880 -6.041964
H -1.526626 0.022164 -6.320263
H 3.384341 0.156862 -6.825706
H 3.931658 -1.131661 -5.698248
H 4.141409 0.627608 -5.259080
H 2.021584 2.222393 -5.783433
H 1.085443 1.195484 -6.904030
H 1.758476 -2.164259 -6.378639
H 1.156882 -0.773044 -7.275960
H 0.069350 -1.580801 -6.121236
O 2.929841 5.326981 0.644900
S 3.686822 4.112067 0.770942
O 5.072213 4.086804 0.379868
N 2.852928 2.832336 0.092467
C 2.424720 1.982408 0.997434
O 1.682765 0.960703 0.670979
C 2.796333 2.257440 2.378570
C 2.502723 1.552917 3.556040
C 2.982205 2.062438 4.755326
C 3.747137 3.239867 4.764061
C 4.017115 3.947251 3.584887
C 3.519534 3.438072 2.402884
H 1.916082 0.633529 3.500457
H 2.779873 1.532653 5.697206
H 4.119869 3.626321 5.711948
H 4.593253 4.871542 3.564780

Forces on the atoms, in the same order (eV/Å):
0.9040 4.1639 -4.9732
0.4383 -1.2641 0.9772
0.4521 -0.2616 0.6109
-1.5749 -0.2318 0.7111
-0.4246 -2.0378 0.3414
-1.3198 0.5047 0.7567
-0.2772 0.5349 -0.2979
0.1219 0.0075 0.2172
0.0248 -0.2946 -0.1291
0.4310 0.0763 -0.2819
0.1985 0.6663 0.2229
0.3373 -0.1741 -0.1613
-0.2266 -0.1785 0.0961
-0.1042 0.1706 -0.4031
0.7446 -0.1906 0.2411
0.2287 -0.1382 -0.3795
-0.4862 -0.3613 -0.0399
-0.0916 0.2529 0.3552
0.2263 -0.6790 -0.2628
0.1302 0.1908 -0.3071
-0.3386 -0.0472 0.1760
0.0121 0.0811 0.4362
-0.3439 -0.4257 -0.5691
0.1704 0.5224 -0.1781
-0.2510 0.0108 0.3780
0.4320 -0.2688 0.1440
0.8128 -0.7695 1.0145
1.5608 -1.7072 1.1931
-0.6366 -0.3402 -0.7593
-0.2148 -0.1351 -1.0806
0.2257 -0.6518 2.2117
-0.9555 -0.6669 4.8893
0.1327 0.9168 -0.9210
0.1637 0.6572 -0.6761
0.0904 -0.3959 0.3333
-0.3428 -0.2160 0.2999
-0.0338 0.3917 -0.0118
0.8095 0.6102 1.4433
-0.2874 0.1761 0.1111
-0.1493 0.7212 -0.6469
-0.3100 -0.7518 0.1248
-0.0277 -0.7602 -0.7682
-0.2045 0.0909 -0.5987
-0.0702 -0.3303 0.4912
-0.0076 0.4484 0.6720
0.1223 0.0983 -0.0846
-1.7466 0.4615 -0.0406
0.0677 0.1095 -1.1194
0.3269 0.2969 -1.4422
0.9006 2.3535 -5.8400
-0.1758 0.2692 -1.1042
-0.8199 -1.3923 0.3534
0.3099 -0.3072 0.4869
-0.5860 -0.1617 -0.1432
0.5538 -0.0252 -0.2710
0.0673 0.8333 0.6103
-0.6956 -0.6898 0.1869
0.3526 -0.2609 -0.1956
-0.1000 0.5011 0.0460
-0.0208 -0.2000 0.7793
0.1860 0.4536 0.0376
0.0121 -0.3318 -0.1575
-0.3372 -0.3898 0.2586
0.8075 -0.0377 0.5444
-0.3716 0.1984 0.3282
0.1806 0.0107 1.2084
0.6305 0.0844 0.1395
0.1690 -0.8931 -0.1274
0.6818 0.2691 0.6037
-1.0575 -0.2172 -0.0028
-1.0709 -1.4314 0.3265
1.4082 2.5956 -1.0971
-0.2557 -0.8338 -0.2780
-0.1032 -0.0289 0.7394
0.0641 0.1623 -0.7003
0.1959 0.0287 0.2675
-0.1058 0.0770 -0.0117
-0.0084 -0.0075 0.1064
0.2252 0.1294 0.8935
0.2874 0.3735 0.1971
0.1246 0.3427 -0.5006
-0.0746 -0.1229 -0.2377
-0.1131 -0.2341 0.2375